Record 1
117
Properties=species:S:1:pos:R:3:mulliken_charge:R:1 method="wB97M-V/def2-TZVPD" relative_energy_kj_mol=644.9 lumo_ha=-0.0534 orbital_gap_ha=0.176 total_charge=0 homo_energy_ha=-0.230 multiplicity=1 total_energy_ha=-2320.6801
O -6.02 -5.47 2.24 -0.536
O 5.60 3.30 4.99 -0.543
O -0.10 3.52 -4.99 -0.477
O 0.37 -4.46 -4.74 -0.520
O 2.14 0.33 6.91 -0.537
O -4.88 -4.56 -0.60 -0.523
O -5.95 1.42 4.17 -0.537
O 2.14 -4.46 3.77 -0.547
O -1.04 1.55 -6.63 -0.487
O 7.07 1.64 -2.39 -0.566
O -3.52 -5.20 -7.02 -0.519
O -0.77 8.11 4.13 -0.565
O -6.10 0.31 1.23 -0.464
O -2.82 -2.98 -8.46 -0.527
O 0.39 -1.90 6.97 -0.524
O -2.05 -0.51 -1.30 -0.877
O 3.04 -5.92 -5.03 -0.519
C 5.57 4.22 3.89 0.586
C -4.19 -3.10 -7.94 -0.395
C 2.17 -5.42 1.73 -1.364
C -1.71 8.01 3.08 0.548
C 2.45 -4.98 -5.96 -0.368
C 6.29 -0.08 -1.04 -1.292
C -0.09 2.41 -7.15 -0.386
C -0.07 3.71 -6.39 -0.456
C -1.30 -0.24 -0.18 -0.082
C 5.05 0.76 -3.17 -1.311
C -5.40 1.93 2.99 -0.285
C 5.87 1.09 -1.88 0.629
C -4.30 -4.01 -6.72 -0.255
C -0.81 1.20 0.11 -0.954
C 1.60 -3.93 -5.21 -0.492
C 1.31 -5.24 2.99 0.681
C 1.10 0.25 5.95 -0.211
C -3.12 7.97 3.66 -1.279
C -6.33 1.57 1.74 -0.485
C 6.04 5.52 4.41 -1.276
C -1.48 6.78 2.20 -1.224
C 0.95 -6.52 3.66 -1.328
C -4.75 -4.99 1.84 -0.230
C -4.28 -5.39 0.43 -0.394
C -0.05 -0.62 6.52 -0.538
C 4.11 4.27 3.40 -1.273
Li -2.51 1.52 -3.97 0.825
H -3.29 8.70 4.45 0.318
H -0.43 1.31 1.13 0.269
H 0.00 -3.82 -4.12 0.300
H -4.71 -3.91 2.00 0.229
H 3.83 3.24 3.15 0.309
H 6.29 6.27 3.65 0.337
H 0.36 -4.72 2.83 0.226
H 0.20 -7.04 3.06 0.350
H -0.90 -0.60 5.83 0.360
H -7.37 1.73 2.03 0.306
H -1.52 1.98 -0.16 0.250
H -1.98 6.88 1.23 0.328
H -5.41 3.00 3.18 0.255
H -4.34 1.68 2.92 0.314
H 5.41 -0.70 -0.92 0.306
H -6.16 2.37 1.01 0.289
H -3.20 6.95 4.06 0.315
H 5.32 6.04 5.05 0.311
H 6.88 5.46 5.10 0.367
H 7.63 1.78 -1.62 0.305
H -0.45 -0.91 -0.09 0.191
H 0.41 -6.37 4.59 0.347
H -5.42 1.68 4.93 0.301
H -3.19 -5.32 0.43 0.273
H -1.72 5.87 2.75 0.301
H -5.36 -4.21 -6.55 0.281
H -2.00 -0.48 0.62 0.070
H -4.55 -2.10 -7.70 0.297
H -2.69 -5.09 -6.56 0.306
H 1.66 -5.45 -6.56 0.239
H -2.72 -3.76 -9.01 0.308
H -1.52 8.89 2.46 0.236
H 5.51 -0.07 -3.71 0.317
H 4.83 1.59 -3.83 0.336
H -4.12 -5.50 2.56 0.269
H -6.05 -5.49 3.19 0.314
H -0.99 4.22 -6.65 0.240
H -3.88 -3.46 -5.87 0.232
H 0.74 1.26 5.74 0.297
H 0.45 4.24 -4.66 0.304
H 0.73 4.35 -6.77 0.365
H 7.07 -0.71 -1.47 0.332
H 1.70 -7.30 3.76 0.322
H 1.54 -6.03 1.09 0.368
H 3.07 -6.00 1.95 0.347
H 1.62 -4.25 4.54 0.281
H 6.61 0.32 -0.07 0.392
H 2.94 0.73 6.57 0.278
H 6.23 3.82 3.12 0.187
H 6.49 3.21 5.35 0.296
H 0.92 2.04 -7.30 0.315
H -1.18 0.89 -7.31 0.302
H -4.58 -6.43 0.30 0.288
H 4.00 4.87 2.50 0.359
H 3.20 -4.50 -6.58 0.335
H -0.44 -0.17 7.44 0.302
H 1.39 -0.26 5.04 0.266
H 5.44 1.86 -1.25 0.195
H -4.28 -3.82 -0.78 0.309
H 2.31 -6.16 -4.45 0.319
H -4.82 -3.42 -8.77 0.273
H 2.26 -3.51 -4.44 0.333
H 0.05 1.51 -0.49 0.282
H 0.06 8.35 3.73 0.327
H 1.32 -3.01 -5.72 0.374
H -5.18 0.24 0.96 0.305
H -0.44 6.60 1.91 0.343
H -3.94 8.02 2.95 0.352
H 2.55 -4.51 1.29 0.313
H 1.10 -1.78 7.61 0.307
H -0.34 2.57 -8.20 0.309
H 3.39 4.59 4.15 0.341
H 4.09 0.36 -2.85 0.359


Record 2
117
Properties=species:S:1:pos:R:3:mulliken_charge:R:1 method="wB97M-V/def2-TZVPD" relative_energy_kj_mol=1589.7 lumo_ha=-0.0159 orbital_gap_ha=0.299 total_charge=0 homo_energy_ha=-0.314 multiplicity=1 total_energy_ha=-2190.4757
O 4.31 -1.01 -2.81 -0.388
O 0.35 -6.38 3.79 -0.317
O 0.71 -3.39 -1.44 -0.507
O -2.05 3.09 -2.49 -0.244
O 0.21 -1.34 -0.05 0.375
O -4.88 -1.34 -1.64 -0.407
O 3.55 0.60 4.01 -0.440
O -0.47 0.84 -0.54 0.772
O 1.19 5.47 -0.83 -0.448
O -1.57 -0.12 1.78 -0.561
O -0.07 -0.60 -2.12 -1.118
N 1.32 0.56 -4.36 -0.676
N 0.47 2.80 1.61 -0.387
N -4.09 5.99 -1.79 -0.759
N -0.48 -4.94 0.58 -0.729
N -2.39 -2.71 0.54 -0.367
N 3.00 -1.31 0.96 -0.166
C 3.22 1.97 4.28 -0.525
C -0.55 -0.09 2.73 -0.325
C -0.66 -5.90 2.88 -0.703
C 2.62 1.51 -2.36 -0.673
C -0.30 -7.02 4.94 -1.182
C 3.48 0.34 2.59 -0.982
C -5.68 -0.14 -1.96 -0.382
C -2.45 4.46 -2.41 -1.289
C -4.08 -3.82 -0.72 -1.846
C 2.11 5.54 -1.92 -0.591
C 0.08 5.18 2.00 -1.680
C -3.65 4.62 -1.54 1.490
C 0.26 -5.22 1.84 0.227
C 0.25 4.09 0.88 1.510
C 4.59 -2.32 -2.26 -0.609
C 0.82 -3.90 2.31 -1.166
C 1.40 4.28 -0.04 -0.458
C -4.11 -1.25 -0.47 -0.663
C 2.65 0.57 -3.60 0.489
C 3.36 -1.15 2.43 0.599
C -3.22 -2.57 -0.64 0.897
C 4.70 -1.83 2.65 -2.435
C 2.97 -0.90 -3.27 0.848
C -4.91 3.75 -1.87 -1.140
C -0.82 2.84 -3.10 -0.672
C -0.15 -0.43 -0.98 1.351
H 0.61 0.30 -3.70 0.149
H 3.22 5.35 -1.81 0.298
H -2.75 -2.23 1.31 0.372
H 2.11 2.16 3.99 0.128
H 4.97 -1.61 3.46 0.983
H 2.56 0.66 2.15 0.176
H -0.73 4.95 2.71 0.399
H 2.65 2.62 -2.73 0.022
H 1.51 3.51 -0.85 -0.162
H -0.58 1.80 -3.22 -0.110
H 5.60 -2.66 -2.24 0.317
H 1.94 1.60 -1.67 -0.214
H 3.60 1.52 -2.01 0.547
H 3.90 -3.05 -2.51 0.351
H -0.92 3.11 -4.21 0.302
H 0.31 -7.07 5.64 0.406
H -4.85 0.62 -2.05 -0.055
H -1.22 -6.63 2.37 0.478
H -4.78 -1.04 0.23 0.935
H 1.04 5.17 2.47 0.435
H 1.23 -0.02 -5.08 0.291
H -3.66 -4.58 -1.17 0.572
H 0.05 0.78 3.10 -0.055
H -0.64 -7.98 4.66 0.399
H 2.50 -1.48 3.00 0.281
H -4.65 2.66 -1.71 -0.065
H 1.30 -4.12 3.33 0.457
H 2.25 4.23 0.42 1.051
H -6.56 0.14 -1.26 0.245
H -6.24 -0.29 -2.99 0.241
H -0.98 -0.44 3.58 0.656
H 0.43 2.30 0.81 -0.526
H -2.45 -2.76 -1.48 -0.134
H -0.74 1.41 -1.22 -0.593
H 2.28 -1.11 -2.56 -0.800
H 0.10 -3.75 -2.29 0.547
H -3.32 4.60 -0.29 -0.052
H 1.99 6.35 -2.61 0.383
H 0.04 6.26 1.69 0.303
H -1.15 -0.06 0.81 -0.374
H 4.09 2.46 3.58 0.240
H 3.58 2.17 5.34 0.265
H 1.95 4.62 -2.71 -0.010
H 2.60 -1.69 -4.16 0.148
H 0.44 -2.42 -1.41 0.030
H 0.37 -0.67 2.45 -0.111
H 4.28 -2.14 -1.12 -0.011
H -2.61 4.93 -3.39 0.427
H -1.72 5.12 -2.17 0.420
H 4.33 -2.79 2.66 0.460
H 3.46 1.04 -4.16 0.495
H 4.29 0.74 2.29 1.105
H -5.73 3.86 -1.14 0.380
H -0.87 4.20 0.43 -0.693
H -0.87 -5.96 0.37 0.324
H -1.75 -1.93 0.29 -0.398
H 3.54 -0.80 0.41 0.505
H -3.44 6.66 -1.75 0.151
H -3.33 -0.50 -0.67 0.068
H -4.79 6.40 -1.26 0.207
H -5.00 -3.63 -1.23 0.429
H -0.03 3.61 -2.60 0.436
H 1.64 -3.33 1.53 -0.019
H 1.20 -5.88 1.46 0.302
H -4.59 -4.05 0.32 0.215
H -1.52 -4.51 0.96 0.243
H 0.28 -3.83 -0.69 0.418
H 5.38 -1.59 1.77 0.260
H -1.22 -6.72 5.25 0.470
H -5.33 3.64 -2.83 0.434
H -0.22 2.32 2.04 0.388
H -1.43 -5.14 3.15 0.381
H 0.04 -3.29 2.58 0.308
H 1.99 -1.00 0.72 -0.574


Record 3
121
Properties=species:S:1:pos:R:3:mulliken_charge:R:1 method="wB97M-V/def2-TZVPD" smiles="COCCNCCOC.COCCNCCOC.COCCNCCOC.COCCNCCOC.NC(N)=O.NC(N)=O.O.O.O" relative_energy_kj_mol=35.0 lumo_ha=0.0001 orbital_gap_ha=0.310 total_charge=0 homo_energy_ha=-0.309 multiplicity=1 total_energy_ha=-2451.0644
O -1.30 1.79 -4.74 -0.551
O -0.73 0.68 -1.93 -0.087
O -2.07 -0.92 -4.58 -0.693
O -1.76 2.36 0.06 -0.635
O 1.96 -5.34 2.19 -0.379
O 7.32 -0.26 -2.40 -0.255
O 1.52 1.04 0.90 -0.009
O -6.76 -0.48 3.12 -0.254
O -5.54 3.29 -2.14 -0.419
O -3.78 -3.85 -0.49 -0.313
O 2.93 2.23 -3.30 -0.084
O 3.50 2.55 5.28 -0.324
O 1.78 -3.71 -3.27 -0.687
N -1.18 -3.35 2.05 -0.353
N -0.66 2.59 2.07 -0.314
N 3.11 0.32 3.12 -0.267
N 0.28 -2.67 -4.65 -0.272
N -6.18 1.69 0.30 -0.282
N -2.40 4.06 1.44 -0.354
N 0.56 -1.97 -2.45 0.125
N 5.45 2.02 -2.11 -0.482
C -7.71 -0.69 4.11 -0.749
C 5.07 1.34 -3.38 -0.309
C -1.85 -3.94 0.87 -0.527
C 4.11 1.30 5.12 -0.666
C 2.14 -0.57 2.50 -1.101
C 1.83 2.71 -4.00 -0.844
C 0.61 -5.01 2.43 -0.563
C 0.95 -2.83 -3.46 0.493
C 2.16 -0.23 1.03 0.299
C 2.75 2.67 6.48 -0.711
C 7.31 0.59 -1.29 -0.773
C -1.62 2.95 1.15 0.546
C -4.97 2.46 0.09 -0.267
C 5.93 1.17 -1.05 -0.375
C 2.30 -5.47 0.82 -0.556
C -5.30 3.61 -0.80 -0.838
C 3.17 0.27 4.54 -0.496
C -4.55 2.47 -2.71 -0.557
C 4.09 2.21 -4.08 -0.889
C 0.26 -3.56 2.09 0.396
C -6.06 0.48 1.09 -0.354
C -7.24 0.26 2.02 -0.597
C 8.63 -0.52 -2.83 -0.815
C -5.21 -3.80 -0.44 -0.325
C 1.80 1.72 -0.31 -0.688
C -3.14 -3.21 0.58 -0.375
H -8.56 -1.27 3.73 0.302
H -2.14 4.71 2.16 0.175
H -3.73 -3.27 1.50 0.301
H 7.65 0.05 -0.40 0.423
H -4.51 4.39 -0.81 0.348
H 5.22 0.38 -0.72 0.104
H 7.96 1.47 -1.43 0.357
H 3.05 1.29 2.83 0.248
H 2.21 0.33 5.08 0.275
H 1.56 1.08 -1.16 0.084
H -0.54 3.04 2.95 0.146
H -5.56 -2.79 -0.19 -0.063
H 4.42 0.93 6.11 0.398
H 0.87 -2.23 -1.54 -0.058
H 3.22 -0.09 0.79 0.173
H -4.54 2.68 -3.77 0.314
H -3.55 2.63 -2.29 0.190
H 3.39 2.71 7.36 0.295
H -1.26 -4.01 -0.05 0.370
H 1.99 1.89 6.55 0.302
H -7.24 -1.25 4.91 0.234
H 4.70 2.61 -1.78 0.323
H 3.85 1.84 -5.09 0.469
H 4.63 0.36 -3.17 0.270
H -4.58 2.80 1.05 0.493
H -5.61 -4.45 0.36 0.307
H 1.19 2.61 -0.23 0.353
H -8.10 0.27 4.48 0.300
H 1.60 2.01 -4.81 0.373
H 0.97 2.80 -3.33 0.049
H 1.16 -0.39 2.96 0.443
H -6.16 4.14 -0.40 0.356
H -1.67 2.63 -5.04 0.236
H 0.73 -3.34 1.14 -0.254
H -1.85 -0.06 -4.19 0.373
H 9.31 -0.69 -1.98 0.309
H 1.72 -6.26 0.33 0.298
H -4.85 1.43 -2.57 0.266
H -3.10 4.29 0.76 0.118
H 9.05 0.30 -3.43 0.317
H 4.48 3.22 -4.28 0.376
H -0.41 -1.94 -4.75 0.224
H 3.36 -5.68 0.78 0.259
H 2.85 2.03 -0.35 0.168
H -0.06 1.83 1.77 0.343
H -5.59 -4.11 -1.41 0.271
H -6.04 -0.40 0.43 -0.138
H 6.00 1.24 -3.93 0.300
H 2.09 -4.57 0.22 0.150
H 8.66 -1.43 -3.43 0.252
H 5.00 1.40 4.51 0.347
H -7.64 1.23 2.36 0.346
H 2.04 3.70 -4.42 0.394
H 3.57 -0.72 4.82 0.270
H -1.16 1.28 -5.55 0.300
H -2.89 -2.16 0.37 0.187
H 0.67 -3.13 -5.45 0.209
H -1.46 1.15 -1.48 0.052
H 0.10 -1.08 -2.60 0.076
H -8.03 -0.33 1.53 0.347
H 2.24 3.63 6.38 0.237
H 2.45 -1.57 2.78 0.587
H -6.78 1.63 -0.51 0.314
H -2.10 -4.99 1.11 0.246
H -1.58 -3.83 2.84 0.313
H -0.01 -5.72 1.86 0.363
H -5.17 0.50 1.71 0.415
H 0.68 -2.91 2.86 -0.015
H -4.20 1.79 -0.30 0.144
H 1.64 -0.97 0.42 -0.298
H 0.42 -5.23 3.48 0.334
H -3.02 -0.91 -4.69 0.257
H 5.98 1.81 -0.16 0.504
H -0.50 1.25 -2.68 0.080


Record 4
124
Properties=species:S:1:pos:R:3:mulliken_charge:R:1 method="wB97M-V/def2-TZVPD" lumo_ha=0.0872 orbital_gap_ha=0.276 total_charge=-1 homo_energy_ha=-0.189 multiplicity=1 total_energy_ha=-3076.2271
P 9.25 -0.16 28.38 0.079
F 10.10 0.96 29.12 -0.067
F 7.99 -0.22 29.44 0.286
F 8.56 -1.34 27.46 0.088
F 10.07 -1.34 29.21 0.051
F 8.52 0.98 27.52 0.625
F 10.28 -0.22 27.15 1.823
O 7.96 1.62 24.49 -0.406
O 7.71 2.79 27.80 -0.663
O 12.56 2.69 31.77 -0.569
O 14.44 0.19 29.23 -0.393
O 4.23 -2.44 28.39 -0.363
O 12.04 -0.55 24.08 -0.313
O 4.82 1.16 32.18 -0.427
O 10.99 -3.54 26.39 -0.556
O 10.58 2.32 28.07 -0.361
O 10.48 4.05 30.42 -0.662
O 12.96 1.37 26.08 -0.704
N 10.49 -0.50 22.91 -0.964
N 7.81 1.75 29.87 -0.849
N 11.48 -0.07 30.08 -0.500
N 6.82 -1.99 27.26 -1.103
N 12.16 -6.09 25.56 -0.845
C 12.32 -5.59 26.91 0.108
C 11.89 -0.87 25.51 -0.867
C 4.14 2.43 32.21 -0.730
C 15.50 -0.28 30.07 -0.779
C 9.99 -2.60 26.73 -2.258
C 5.70 0.72 29.22 -0.500
C 11.87 0.47 26.29 1.645
C 13.73 -4.92 26.97 -1.210
C 7.55 0.86 25.60 -0.502
C 7.89 -2.90 29.21 -1.390
C 5.40 -2.36 29.20 0.008
C 3.02 -2.45 29.14 -0.733
C 6.65 -2.90 28.41 0.273
C 11.05 1.81 23.52 -1.589
C 11.81 -2.44 29.67 -1.060
C 6.21 1.23 31.69 -0.945
C 10.23 2.85 26.81 0.098
C 6.42 1.74 30.26 -0.037
C 10.18 2.67 30.86 0.610
C 6.78 3.48 27.01 -0.873
C 12.46 -1.09 30.05 -0.104
C 11.12 -4.69 27.28 -0.028
C 10.09 0.59 23.72 2.081
C 8.56 0.92 23.46 -1.386
C 11.24 2.14 32.01 -0.488
C 13.51 -0.85 28.87 -0.406
H 2.84 -1.60 29.79 0.231
H 6.44 -3.92 28.11 0.583
H 11.27 -4.35 28.30 0.012
H 11.36 -2.36 28.67 0.072
H 10.18 1.93 30.06 0.333
H 7.76 -3.41 30.16 0.567
H 10.81 -0.06 29.32 -0.182
H 10.27 -5.36 27.38 0.341
H 2.10 -2.41 28.56 0.260
H 6.45 0.18 31.82 0.094
H 10.15 0.43 24.80 -1.238
H 4.58 3.19 32.86 0.315
H 14.06 -4.72 27.99 0.324
H 5.75 3.34 27.34 0.326
H 7.13 4.51 27.01 0.272
H 8.44 0.43 26.06 0.298
H 11.16 1.06 32.07 0.252
H 16.27 -0.88 29.57 0.265
H 11.29 2.40 24.40 0.297
H 14.10 -1.77 28.76 0.739
H 10.97 -1.45 25.55 0.457
H 9.53 -2.41 25.75 0.832
H 13.20 1.34 25.16 0.617
H 9.12 -3.01 27.24 0.998
H 13.09 -0.56 27.91 -0.201
H 10.28 -1.61 27.08 -1.216
H 6.46 0.29 28.57 -1.110
H 10.20 1.44 28.12 -0.874
H 10.93 -0.41 30.85 0.382
H 10.85 3.71 26.58 0.418
H 9.24 3.30 26.94 0.076
H 5.23 -2.97 30.09 0.715
H 8.12 -1.85 29.42 0.672
H 5.51 -1.30 29.44 -1.004
H 11.26 -6.54 25.52 0.333
H 10.24 2.01 26.11 0.488
H 12.06 1.47 23.31 0.364
H 10.99 2.42 33.04 0.484
H 5.05 -0.08 29.57 0.399
H 12.46 -3.31 29.59 0.625
H 6.43 -1.12 27.59 0.094
H 5.03 1.29 28.58 0.479
H 8.10 2.18 29.00 0.221
H 10.84 2.42 22.63 0.356
H 7.82 -1.88 27.15 1.343
H 16.03 0.64 30.31 0.338
H 14.41 -5.63 26.50 0.476
H 8.06 0.77 29.77 0.308
H 15.14 -0.70 31.01 0.251
H 3.95 2.85 31.22 0.274
H 9.59 4.36 30.26 0.408
H 12.96 -0.33 23.95 0.463
H 11.13 -2.68 30.48 0.385
H 6.70 1.87 32.43 0.545
H 10.95 1.05 26.17 -2.604
H 11.84 0.23 27.35 -0.352
H 11.38 -0.77 23.29 0.698
H 12.18 -6.41 27.63 0.480
H 6.90 0.02 25.34 0.736
H 7.07 1.42 26.41 -0.797
H 8.64 -3.43 28.64 0.240
H 3.16 2.24 32.63 0.277
H 9.20 2.55 31.32 -0.024
H 12.75 -1.46 25.80 -0.027
H 13.12 2.30 32.45 0.284
H 8.06 -0.04 23.30 0.487
H 9.83 -1.26 23.04 0.259
H 13.77 -3.99 26.40 0.037
H 3.12 -3.40 29.67 0.330
H 6.61 2.99 26.05 0.312
H 7.80 1.89 27.46 0.718
H 8.66 1.43 22.50 0.365
H 12.78 -1.16 31.09 0.651
H 12.06 -5.27 24.98 0.324
H 6.09 2.78 30.25 0.906